The following is a DFT calculation (ωB97M-V/def2-TZVPD) of an isolated molecule of C8H8ClF3N4O2.

Calculated values
SMILES: COC(=O)c1nc(Cl)c(NCC(F)(F)F)nc1N
Max |F| in eV/A: 4.159
Highest occupied orbital energy in eV: -8.59
Energy relative to the best compared isomer or geometry (same formula, charge and spin) in eV: 0.000
Orbital gap in eV: 8.326

ORCA input file:
```
! wB97M-V def2-TZVPD RIJCOSX def2/J DEFGRID3
* xyz 0 1
C 0.457 1.690 4.307
O 0.819 0.728 3.349
C -0.129 0.155 2.582
O -1.358 0.285 2.743
C 0.301 -0.292 1.258
N 1.544 -0.038 0.836
C 1.866 -0.335 -0.411
Cl 3.344 0.460 -0.942
C 0.971 -1.000 -1.235
N 1.044 -1.137 -2.577
C -0.210 -0.652 -3.348
C -0.733 0.739 -3.119
F 0.066 1.550 -2.356
F -0.976 1.394 -4.252
F -1.937 0.577 -2.502
N -0.259 -1.379 -0.771
C -0.535 -0.993 0.433
N -1.736 -1.550 0.842
H 0.557 2.633 3.855
H 1.103 1.563 5.201
H -0.616 1.583 4.631
H 1.954 -1.118 -2.956
H -0.959 -1.381 -3.107
H 0.002 -0.703 -4.346
H -2.452 -1.535 0.144
H -2.129 -1.242 1.742
*
```


The following is a DFT calculation (ωB97M-V/def2-TZVPD) of an isolated molecule of C4H11NS2.

Calculated values
SMILES: CNCCCSS
Max |F| in eV/A: 4.265
Highest occupied orbital energy in eV: -8.38
Energy relative to the best compared isomer or geometry (same formula, charge and spin) in eV: 3.199
Orbital gap in eV: 8.908

ORCA input file:
```
! wB97M-V def2-TZVPD RIJCOSX def2/J DEFGRID3
* xyz 0 1
C -2.774 -1.083 1.050
N -2.598 -0.354 -0.157
C -1.567 -0.904 -1.084
C -0.508 0.154 -1.849
C 0.291 1.181 -0.775
S 0.777 0.495 0.885
S 2.761 0.119 0.474
H -3.899 -1.125 1.355
H -2.193 -2.096 1.114
H -2.197 -0.416 1.835
H -2.480 0.682 -0.226
H -0.842 -1.478 -0.438
H -2.038 -1.716 -1.763
H -0.851 0.816 -2.772
H 0.299 -0.424 -2.606
H -0.537 1.759 -0.293
H 1.012 1.852 -1.264
H 2.648 -1.300 0.362
*
```


The following is a DFT calculation (ωB97M-V/def2-TZVPD) of a structure of composition C17H20GeN3O5Tl.

Calculated values
Max |F| in eV/A: 0.339
Highest occupied orbital energy in eV: -0.21
Energy relative to the best compared isomer or geometry (same formula, charge and spin) in eV: 0.149
Orbital gap in eV: 4.227

ORCA input file:
```
! wB97M-V def2-TZVPD RIJCOSX def2/J DEFGRID3
* xyz -2 1
Tl 0.921 -1.047 -0.810
O 4.042 -0.603 2.790
C 3.099 -0.750 1.985
O 3.117 -1.187 0.817
C 1.716 -0.290 2.514
C 1.622 0.361 3.739
C 0.376 0.771 4.184
C -0.738 0.508 3.404
C -0.566 -0.141 2.185
N 0.640 -0.520 1.762
C -1.796 -0.397 1.284
O -2.900 -0.200 1.830
O -1.554 -0.752 0.111
H 2.536 0.516 4.295
H 0.272 1.289 5.133
H -1.744 0.785 3.687
N 0.127 6.996 -1.553
C 0.496 6.395 -0.375
O 0.923 7.050 0.557
C 0.368 4.895 -0.316
C -0.129 4.130 -1.367
C -0.240 2.758 -1.190
N 0.100 2.146 -0.067
C 0.587 2.872 0.930
C 0.743 4.253 0.855
H 0.012 7.994 -1.493
H -0.493 6.511 -2.176
H -0.421 4.552 -2.320
H -0.610 2.114 -1.982
H 0.865 2.330 1.828
H 1.136 4.821 1.686
C -0.007 -3.609 -3.604
Ge -0.638 -4.129 -1.796
C -0.761 -6.116 -1.953
C -2.495 -3.507 -1.656
C 0.480 -3.408 -0.448
H -0.557 -4.133 -4.390
H 1.057 -3.833 -3.709
H -0.130 -2.533 -3.745
H -1.378 -6.408 -2.808
H -1.196 -6.545 -1.047
H 0.237 -6.541 -2.086
H -3.074 -3.804 -2.536
H -2.513 -2.423 -1.543
H -2.971 -3.922 -0.766
H 1.456 -3.891 -0.365
H -0.015 -3.359 0.524
*
```


The following is a DFT calculation (ωB97M-V/def2-TZVPD) of an isolated molecule of C3H5NOS2.

Calculated values
SMILES: CS/C(C=O)=N/S
Max |F| in eV/A: 1.952
Highest occupied orbital energy in eV: -8.63
Energy relative to the best compared isomer or geometry (same formula, charge and spin) in eV: 1.761
Orbital gap in eV: 8.046

ORCA input file:
```
! wB97M-V def2-TZVPD RIJCOSX def2/J DEFGRID3
* xyz 0 1
C 2.034 -1.085 -0.076
S 1.461 0.646 -0.042
C -0.291 0.415 -0.025
C -0.944 1.743 0.005
O -2.123 1.958 -0.120
N -0.741 -0.763 0.047
S -2.396 -1.170 -0.082
H 1.748 -1.574 0.875
H 3.110 -1.132 -0.190
H 1.535 -1.633 -0.878
H -0.388 2.670 0.012
H -3.006 -0.076 0.473
*
```


The lowest highest occupied orbital energy belongs to which entry?
C3H5NOS2


Which of these has the lowest orbital gap?
C17H20GeN3O5Tl


Which of these has the lowest highest occupied orbital energy?
C3H5NOS2